{
  "formula": "C4H7N2",
  "method": "ωB97M-V/def2-TZVPD",
  "lumo_ha": -0.1836,
  "de_lowest_kj_mol": 450.2,
  "charge": 1,
  "e_tot_ha": -265.73700,
  "homo_ev": -15.660,
  "species": ["C", "C", "C", "C", "N", "N", "H", "H", "H", "H", "H", "H", "H"],
  "positions_angstrom": [[-0.20, -0.09, -0.80], [-0.58, -0.06, 2.33], [1.01, -0.35, 0.43], [-0.09, 0.45, -2.19], [-1.18, -0.27, 0.08], [-0.35, -0.31, 1.13], [-1.65, -0.04, 2.58], [0.16, -0.07, 3.11], [1.41, -1.40, 0.18], [1.71, 0.36, 0.64], [-1.12, 0.38, -2.69], [0.69, -0.08, -2.85], [0.20, 1.48, -1.95]]
}